[1]
The following is a DFT calculation (the ωB97M-V functional and the def2-TZVPD basis) of a molecular structure, C16H35GaNO8S3.

The LUMO energy comes out at 2.27 eV. The total energy comes out at -4406.5414 a.u. For the HOMO-LUMO gap, the calculation gives 5.299 eV. The charge is -1.

Last column: Mulliken charge in e.
CARTESIAN COORDINATES (ANGSTROEM)
Ga 1.28086 -1.44432 -1.43179  0.28
S 4.58540 -1.13528 -4.14172  1.13
S -2.49698 1.14682 5.23345  1.21
S -2.03633 2.75479 -0.04369  1.10
O -1.87599 1.71692 0.94144  -0.53
O 4.05161 -2.12114 -3.23601  -0.52
O -0.97221 3.14974 -0.93487  -0.72
O -1.08488 1.39848 5.40599  -0.69
O 3.78557 -0.05758 -4.67136  -0.65
O -2.15227 -1.23478 -0.54979  -0.15
O -3.47888 2.20815 5.27467  -0.68
O -1.85765 -3.57871 -0.45203  -0.41
N 2.54678 -2.56038 0.99063  -0.75
C -1.04167 -0.91580 0.34422  0.39
C -4.09317 4.42569 0.19486  -0.60
C -2.57143 -2.57155 -0.45542  -0.05
C -3.49229 2.39511 -1.00934  -0.62
C 5.37594 -1.97375 -5.50610  -0.77
C -2.69241 4.20808 0.77192  -0.74
C 7.23585 -0.95900 -4.30561  -0.62
C 6.68127 -1.21507 -5.70939  -0.56
C -2.75125 0.19074 3.74234  -0.06
C 0.01053 -0.03049 -0.53500  -0.54
C -3.89348 -1.04442 5.54742  -0.65
C -2.99815 -0.13147 6.37466  -0.73
C -3.19113 -1.20245 4.19693  -0.64
C 2.94541 -1.87580 -0.28935  -0.47
C 6.08148 -0.44301 -3.44288  -0.65
C -4.62764 3.05844 -0.23954  -0.55
H -2.72800 4.00657 1.84383  0.32
H -3.61333 1.31669 -1.11099  0.26
H -3.36218 2.85353 -1.99175  0.41
H -4.87918 2.46303 0.64409  0.24
H -1.82287 0.15357 3.17420  0.07
H -1.42623 -0.28598 1.20756  -0.81
H 7.38286 -1.78171 -6.32558  0.34
H -3.70764 -2.74784 -0.42881  0.33
H -4.75024 4.90328 0.92515  0.34
H 3.60771 -0.97480 -0.04606  0.21
H 3.55748 -2.64456 -0.88820  0.17
H 1.83527 -3.27705 0.79260  0.29
H -3.50845 0.31206 7.22914  0.40
H -3.84157 -1.67107 3.45575  0.34
H -0.45287 -1.81664 0.70518  0.52
H -4.87277 -0.57704 5.40191  0.30
H -2.03909 5.05812 0.57540  0.33
H -4.04838 -2.00691 6.03920  0.35
H 2.21380 -1.89235 1.69375  0.25
H -5.52694 3.15051 -0.85202  0.37
H 7.61723 -1.89645 -3.88834  0.29
H 6.48611 -0.26078 -6.20901  0.28
H 5.56382 -3.00484 -5.19970  0.34
H -3.52670 0.68324 3.15433  0.16
H 0.40340 -2.80529 -1.55252  -0.30
H 6.00313 0.64416 -3.48825  0.37
H -2.09854 -0.65538 6.70400  0.33
H 0.56792 0.71272 0.11885  0.30
H -4.03464 5.08702 -0.67560  0.30
H -2.31332 -1.84512 4.31588  0.31
H 4.72651 -1.95426 -6.38044  0.39
H -0.52382 0.56268 -1.35811  0.16
H 6.17753 -0.76542 -2.40601  0.34
H 8.06424 -0.24701 -4.32202  0.31
H 1.59683 -0.95465 -2.92203  -0.35

---

[2]
The following is a DFT calculation (the ωB97M-V functional and the def2-TZVPD basis) of C26H23N3O4 in the gas phase.

Its structure (SMILES) is O=C(Cc1n[nH]c(=O)c2ccccc12)OCC(=O)N(Cc1ccccc1)Cc1ccccc1. The LUMO energy comes out at 0.14 eV. The total energy comes out at -1469.8555 a.u. For the HOMO-LUMO gap, the calculation gives 8.990 eV. The calculation puts the relative energy (zero: lowest compared OMol25 entry of this formula, charge and spin) at 36.6 kcal/mol.

Last column: Mulliken charge in e.
CARTESIAN COORDINATES (ANGSTROEM)
O 2.11929 0.61137 1.50543  -0.14
O 1.69081 -2.71089 1.82853  -0.69
O -3.22038 4.58241 0.25313  -0.71
O 2.95074 1.53843 -0.35723  -0.61
N 0.22880 4.01042 0.04897  -0.83
N -1.02208 4.38827 -0.20078  0.30
N 0.94396 -1.81465 -0.09487  0.44
C -0.34800 1.90377 3.01317  -0.79
C 0.83924 -0.76422 -1.07805  -2.03
C 2.40432 -5.13196 -2.44607  -0.71
C 1.93817 2.96008 1.29869  -1.51
C 2.38796 1.64121 0.70050  0.79
C -2.47333 0.60608 0.20038  -1.34
C 0.10396 -2.97882 -0.35825  -1.50
C -2.90877 2.89558 2.56071  -0.66
C -2.83230 1.45303 -0.83272  -0.29
C -1.39440 1.54045 3.83135  -0.75
C 0.48128 3.24944 1.05862  0.93
C -1.27078 -0.07916 0.15739  0.33
C -1.97138 1.62526 -1.90452  -1.00
C -2.13822 4.12268 0.55912  -0.01
C -1.86408 3.25774 1.71067  -0.03
C -0.01275 -3.81493 -2.73269  -0.17
C -0.42954 0.04868 -0.93870  1.15
C 1.86944 -4.42958 -1.38193  -0.25
C 2.70296 -0.65513 1.20264  -1.16
C -0.55973 2.77968 1.94197  1.51
C -2.67505 2.04547 3.61798  -0.55
C 0.65456 -3.76786 -1.51647  0.35
C 0.52135 -4.52131 -3.79727  -0.68
C 1.70624 -1.80805 1.01176  1.18
C 1.73063 -5.17924 -3.65587  -0.38
C -0.78338 0.92075 -1.96165  -0.38
H 2.51511 3.74118 0.80277  0.43
H -3.13147 0.47259 1.04584  0.48
H -0.91444 -2.64374 -0.57275  0.53
H -1.13181 4.97711 -1.01969  0.28
H -2.23606 2.29930 -2.70555  0.46
H 3.34727 -5.64590 -2.33223  0.39
H 2.38789 -4.39173 -0.43506  0.44
H 3.31042 -0.92844 2.07173  0.38
H 1.70585 -0.10315 -1.04499  0.56
H 3.34757 -0.56159 0.32121  0.48
H 2.14458 2.95330 2.36855  0.45
H 0.63440 1.49591 3.18764  0.38
H -3.76997 1.98576 -0.79895  0.47
H -0.95775 -3.30144 -2.84567  0.40
H -3.48197 1.76152 4.27676  0.41
H 2.14751 -5.72913 -4.48649  0.38
H 0.84279 -1.23582 -2.06893  0.54
H -0.12211 1.03904 -2.80780  0.42
H -0.99661 -0.72066 0.98235  0.43
H 0.10637 -3.58577 0.55049  0.57
H -0.00710 -4.55517 -4.73864  0.38
H -1.21904 0.85877 4.65051  0.46
H -3.89100 3.29305 2.35497  0.48

---

[3]
The following is a DFT calculation (the ωB97M-V functional and the def2-TZVPD basis) of CHN2O2P in the gas phase.

Its structure (SMILES) is N#CP[N+](=O)[O-]. The LUMO energy comes out at -0.59 eV. The total energy comes out at -639.9190 a.u. For the HOMO-LUMO gap, the calculation gives 10.480 eV. The calculation puts the relative energy (zero: lowest compared OMol25 entry of this formula, charge and spin) at 0.3 kcal/mol.

Last column: Mulliken charge in e.
CARTESIAN COORDINATES (ANGSTROEM)
P 0.49109 0.70329 0.69726  -0.02
O -1.19795 1.08602 -1.16608  -0.52
O -1.87999 -0.38543 0.24987  -0.49
N 1.37193 -2.06265 0.33222  -0.29
N -1.09752 0.42388 -0.16042  0.85
C 1.11487 -0.96027 0.54096  0.32
H 1.19758 1.19517 -0.49381  0.14

---

> Number 2 is which compound?

C26H23N3O4